[1]
Molecular formula: C51H47HfN4O4PS2Se2
Method: DFT, ωB97M-V/def2-TZVPD

Geometry as ORCA input:
```
! wB97M-V def2-TZVPD RIJCOSX def2/J DEFGRID3
* xyz 0 1
Hf 0.63 -0.79 -0.81
C 1.33 -4.69 2.33
O 0.73 -3.58 3.03
C 1.42 -2.45 3.29
C 1.75 -2.14 4.62
C 2.48 -1.01 4.95
C 2.98 -0.19 3.97
C 2.63 -0.39 2.60
C 3.03 0.49 1.58
N 2.68 0.29 0.28
N 3.47 0.95 -0.58
C 3.27 0.44 -1.80
O 2.46 -0.51 -2.04
C 4.12 1.04 -2.88
C 5.05 2.09 -2.67
C 5.68 2.68 -3.73
C 5.47 2.21 -5.03
C 4.61 1.15 -5.26
C 3.96 0.54 -4.17
C 1.76 -1.50 2.21
O 1.33 -1.63 0.99
H 0.71 -5.58 2.54
H 2.35 -4.82 2.68
H 1.33 -4.50 1.25
H 1.40 -2.81 5.41
H 2.70 -0.74 6.02
H 3.60 0.68 4.23
H 3.73 1.31 1.74
H 5.26 2.41 -1.64
H 6.35 3.55 -3.58
H 6.01 2.68 -5.85
H 4.43 0.77 -6.28
H 3.28 -0.29 -4.33
Se -0.75 -3.47 -3.18
Se -0.15 -0.97 -3.63
C -1.67 -0.19 -2.87
C -2.73 0.22 -3.65
C -3.87 0.70 -3.04
C -3.84 0.85 -1.64
C -2.75 0.43 -0.94
N -1.67 -0.14 -1.54
C 0.93 -3.74 -2.41
C 1.63 -4.83 -2.97
C 2.90 -5.15 -2.51
C 3.46 -4.32 -1.54
C 2.77 -3.21 -1.13
N 1.50 -2.93 -1.50
H -2.62 0.22 -4.74
H -4.73 1.04 -3.64
H -4.71 1.23 -1.07
H -2.68 0.56 0.13
H 1.12 -5.40 -3.75
H 3.42 -6.01 -2.93
H 4.43 -4.54 -1.09
H 3.27 -2.49 -0.48
C 1.55 4.25 -2.91
C 0.43 3.31 -3.36
C 0.62 2.79 -4.79
C -0.93 4.04 -3.25
C 0.48 2.16 -2.45
C 0.53 1.19 -1.71
H 1.50 5.22 -3.43
H 2.53 3.81 -3.11
H 1.49 4.44 -1.82
H 0.45 3.58 -5.55
H -0.06 1.97 -5.00
H 1.63 2.38 -4.92
H -0.98 4.84 -4.00
H -1.03 4.43 -2.24
H -1.77 3.36 -3.47
S -0.42 1.30 4.48
P -1.17 1.93 2.77
S -0.52 1.55 0.88
C -2.94 1.55 2.81
C -3.48 0.79 3.83
C -4.85 0.59 3.92
C -5.67 1.16 2.95
C -5.14 1.85 1.90
C -3.76 2.12 1.85
C -1.18 3.77 2.82
C -1.33 4.37 4.06
C -1.34 5.76 4.16
C -1.25 6.54 3.03
C -1.12 5.93 1.78
C -1.11 4.54 1.66
H -2.81 0.35 4.59
H -5.27 0.00 4.73
H -6.75 1.11 3.06
H -5.83 2.22 1.13
H -3.35 2.77 1.08
H -1.39 3.70 4.95
H -1.33 6.28 5.14
H -1.28 7.62 3.13
H -1.04 6.58 0.90
H -1.02 4.07 0.69
C -2.11 -1.74 2.04
C -1.60 -2.67 0.99
O -0.98 -2.23 -0.04
C -1.94 -4.09 1.23
C -1.59 -5.11 0.31
C -1.85 -6.46 0.57
C -2.45 -6.82 1.77
C -2.81 -5.84 2.67
C -2.63 -4.50 2.38
H -1.81 -0.71 1.82
H -1.73 -2.03 3.04
H -3.23 -1.81 2.04
H -1.11 -4.77 -0.62
H -1.64 -7.22 -0.17
H -2.62 -7.86 2.01
H -3.22 -6.13 3.65
H -3.02 -3.76 3.09
*
```

Relative energy (zero: lowest compared OMol25 entry of this formula, charge and spin) = 0.517 eV
Gap between HOMO and LUMO (spin up / spin down) = 4.6 / 4.6 eV

---

[2]
Molecular formula: C4H7NO2
Method: DFT, ωB97M-V/def2-TZVPD

Geometry as ORCA input:
```
! wB97M-V def2-TZVPD RIJCOSX def2/J DEFGRID3
* xyz 0 1
C 2.74 -0.25 0.23
C 0.07 -1.33 0.31
C -0.27 -0.02 -0.40
C 0.50 1.17 0.09
N 3.84 -0.55 0.14
O 0.89 2.15 -0.74
O 0.31 1.53 1.35
H 1.16 -1.44 0.31
H -0.38 -2.17 -0.20
H -0.27 -1.31 1.35
H -0.08 -0.14 -1.47
H -1.34 0.18 -0.25
H 1.04 1.84 -1.64
H 0.69 2.41 1.51
*
```

Relative energy (zero: lowest compared OMol25 entry of this formula, charge and spin) = 3.596 eV
Gap between HOMO and LUMO (spin up / spin down) = 8.6 / 8.6 eV

---

[3]
Molecular formula: C32H84N20O54S11
Method: DFT, ωB97M-V/def2-TZVPD

Geometry as ORCA input:
```
! wB97M-V def2-TZVPD RIJCOSX def2/J DEFGRID3
* xyz 0 1
C -2.86 2.18 -1.04
O -2.20 1.10 -1.42
N -2.83 2.63 0.31
N -3.71 2.81 -1.92
H -2.78 3.63 0.45
H -2.35 2.10 1.02
H -4.19 3.63 -1.56
H -3.77 2.53 -2.90
C 2.51 5.94 0.99
O 1.93 5.46 1.91
N 2.90 5.26 -0.20
N 2.84 7.35 0.85
H 2.66 4.30 -0.32
H 2.75 5.77 -1.05
H 2.82 7.88 1.68
H 3.71 7.44 0.37
C 5.44 -0.81 0.73
O 6.62 -0.51 0.92
N 4.85 -2.10 1.27
N 4.55 -0.05 -0.02
H 5.52 -2.77 1.56
H 4.09 -2.48 0.74
H 4.76 0.88 -0.34
H 3.59 -0.15 0.28
C 6.45 -2.56 4.59
O 6.60 -3.42 5.38
N 5.48 -1.52 4.66
N 7.20 -2.48 3.37
H 4.85 -1.52 5.43
H 5.19 -1.15 3.76
H 7.92 -3.18 3.49
H 7.40 -1.61 2.93
C 1.37 -3.07 2.99
O 0.73 -3.50 1.98
N 1.39 -3.80 4.23
N 1.98 -1.80 3.07
H 1.12 -4.75 4.17
H 2.02 -3.51 4.95
H 1.98 -1.27 2.21
H 2.52 -1.51 3.88
C -1.80 -2.67 5.29
O -1.96 -1.50 5.70
N -1.98 -2.92 3.87
N -1.46 -3.72 6.09
H -1.80 -3.88 3.68
H -1.68 -2.23 3.19
H -1.26 -4.64 5.75
H -1.27 -3.57 7.08
C -0.80 -6.93 2.93
O -1.16 -5.92 3.58
N 0.23 -6.78 2.04
N -1.40 -8.18 2.92
H 0.65 -7.63 1.75
H 0.45 -5.89 1.66
H -2.17 -8.23 3.58
H -1.32 -8.83 2.17
C 0.80 0.16 0.25
O 1.84 0.10 0.96
N 0.46 1.33 -0.45
N -0.08 -0.93 -0.01
H -0.41 1.37 -0.98
H 0.86 2.23 -0.16
H -0.03 -1.78 0.52
H -1.02 -0.58 -0.16
C -3.35 0.99 -5.08
O -4.20 1.62 -4.42
N -3.47 0.63 -6.46
N -2.11 0.57 -4.45
H -4.34 0.68 -6.97
H -2.93 -0.20 -6.67
H -1.95 0.87 -3.48
H -1.31 0.37 -5.04
C -1.42 0.82 3.58
O -1.19 1.75 2.71
N -2.69 0.59 4.04
N -0.33 0.00 4.01
H -3.52 1.14 3.86
H -2.57 -0.04 4.83
H 0.62 0.30 3.90
H -0.55 -0.47 4.84
C 2.71 -1.38 -4.10
C 2.31 -1.39 -2.69
O 3.05 -2.68 -2.11
S 4.23 -3.06 -3.14
O 3.84 -4.30 -3.81
O 5.50 -3.04 -2.42
O 4.14 -1.83 -4.14
H 2.43 -0.37 -4.44
H 2.25 -2.22 -4.63
H 1.23 -1.42 -2.60
H 2.69 -0.59 -2.08
C -4.66 -3.09 -0.34
C -4.50 -3.44 1.16
O -3.51 -4.52 1.27
S -2.75 -4.66 -0.06
O -2.32 -6.01 -0.34
O -1.64 -3.78 -0.28
O -4.08 -4.26 -1.08
H -4.02 -2.24 -0.54
H -5.70 -2.92 -0.62
H -5.40 -3.89 1.54
H -4.00 -2.64 1.64
C 8.22 0.80 -1.22
C 7.59 -0.29 -2.07
O 6.99 0.43 -3.22
S 6.33 1.79 -2.64
O 4.90 1.65 -2.45
O 6.56 2.96 -3.50
O 7.18 1.87 -1.22
H 9.07 1.23 -1.73
H 8.32 0.49 -0.18
H 6.74 -0.76 -1.58
H 8.28 -1.05 -2.44
C -2.27 -3.59 -4.90
C -3.22 -4.63 -5.56
O -2.50 -5.03 -6.80
S -1.64 -3.69 -7.29
O -2.45 -2.73 -8.00
O -0.52 -4.10 -8.10
O -1.22 -3.23 -5.81
H -1.76 -3.98 -4.02
H -2.79 -2.65 -4.68
H -4.16 -4.16 -5.83
H -3.39 -5.50 -4.94
C 2.71 5.18 -4.92
C 3.76 4.83 -3.89
O 2.93 4.05 -2.88
S 1.70 3.27 -3.58
O 0.46 3.52 -2.84
O 1.93 1.90 -3.77
O 1.71 4.10 -4.97
H 3.18 5.34 -5.89
H 2.14 6.06 -4.59
H 4.04 5.77 -3.46
H 4.48 4.12 -4.19
C -0.98 4.40 4.80
C -0.81 4.72 3.36
O -2.20 5.12 2.90
S -3.16 5.02 4.13
O -3.90 3.72 4.13
O -4.02 6.13 4.27
O -2.10 5.05 5.36
H -0.10 4.70 5.38
H -1.08 3.32 4.89
H -0.58 3.92 2.67
H -0.20 5.61 3.27
C -5.83 -1.26 -3.23
C -6.33 -0.18 -2.33
O -7.05 -0.79 -1.24
S -8.05 -1.90 -1.92
O -9.18 -1.31 -2.48
O -8.15 -2.98 -0.96
O -7.00 -2.37 -3.13
H -4.90 -1.71 -2.87
H -5.91 -0.97 -4.24
H -7.11 0.32 -2.88
H -5.51 0.45 -1.98
C -6.22 2.41 3.03
C -6.25 3.06 1.67
O -5.91 1.99 0.76
S -5.58 0.63 1.52
O -4.37 0.00 1.01
O -6.79 -0.19 1.54
O -5.25 1.28 2.92
H -7.22 2.02 3.18
H -5.94 2.92 3.93
H -5.54 3.86 1.46
H -7.26 3.39 1.46
C -0.74 8.19 0.05
C -0.19 7.61 -1.28
O -1.09 6.50 -1.52
S -1.36 5.69 -0.09
O -0.44 4.58 -0.03
O -2.79 5.46 -0.01
O -0.91 6.95 0.84
H -1.77 8.45 -0.05
H -0.03 8.86 0.52
H 0.83 7.27 -1.09
H -0.34 8.29 -2.13
C 0.87 -5.09 -0.91
C 2.07 -5.85 -1.43
O 1.59 -6.98 -2.21
S 0.50 -6.24 -3.17
O -0.49 -7.24 -3.48
O 1.17 -5.59 -4.27
O -0.02 -5.14 -2.17
H 1.08 -4.06 -0.67
H 0.33 -5.69 -0.20
H 2.57 -6.34 -0.59
H 2.67 -5.20 -2.07
C 3.35 2.53 2.40
C 2.05 2.81 3.08
O 1.94 1.82 4.18
S 3.38 1.73 4.81
O 3.47 0.45 5.50
O 3.73 2.87 5.67
O 4.18 1.77 3.39
H 3.85 3.42 2.01
H 3.27 1.85 1.56
H 1.15 2.52 2.55
H 2.06 3.81 3.47
*
```

Gap between HOMO and LUMO = 8.8 eV

---

[4]
Molecular formula: C31H32GeN8O4Pd
Method: DFT, ωB97M-V/def2-TZVPD

Geometry as ORCA input:
```
! wB97M-V def2-TZVPD RIJCOSX def2/J DEFGRID3
* xyz 0 1
Pd -0.64 0.14 -1.80
C -3.23 3.34 2.09
N -3.00 2.43 0.98
C -1.96 2.36 0.14
N -2.10 1.31 -0.65
C -3.29 0.77 -0.25
N -3.86 1.42 0.73
C -2.04 3.42 3.01
C -1.76 4.59 3.71
C -0.63 4.68 4.51
C 0.26 3.62 4.59
C -0.03 2.45 3.90
C -1.19 2.34 3.15
C 0.94 1.36 3.76
N 0.78 0.08 3.81
N 1.92 -0.48 3.27
C 2.69 0.49 2.94
O 2.16 1.70 3.25
C 3.89 0.51 2.10
C 4.99 1.31 2.41
C 6.02 1.43 1.50
C 5.94 0.79 0.27
C 4.84 0.00 -0.05
C 4.75 -0.65 -1.40
N 3.38 -0.70 -1.90
C 2.41 0.22 -1.84
N 1.33 -0.25 -2.44
C 1.70 -1.49 -2.85
N 2.94 -1.79 -2.55
C 3.83 -0.17 0.89
H -4.10 2.94 2.60
H -3.50 4.33 1.71
H -1.12 3.04 0.15
H -3.69 -0.14 -0.67
H -2.41 5.45 3.61
H -0.42 5.60 5.04
H 1.17 3.71 5.16
H -1.38 1.41 2.62
H 5.02 1.84 3.35
H 6.88 2.04 1.73
H 6.73 0.93 -0.46
H 5.07 -1.69 -1.37
H 5.38 -0.13 -2.12
H 2.51 1.18 -1.37
H 1.03 -2.17 -3.35
H 2.96 -0.77 0.67
C -4.02 -0.38 -3.51
Ge -2.29 -0.25 -4.43
C -1.44 -2.02 -4.45
C -2.55 0.16 -6.35
C -1.13 1.04 -3.52
H -4.80 -0.73 -4.19
H -4.33 0.59 -3.11
H -3.94 -1.09 -2.69
H -2.05 -2.71 -5.04
H -1.35 -2.44 -3.44
H -0.46 -1.97 -4.92
H -3.10 -0.66 -6.81
H -1.59 0.24 -6.85
H -3.11 1.08 -6.52
H -1.64 1.99 -3.33
H -0.22 1.22 -4.10
O -2.59 -4.38 -0.10
C -1.64 -4.23 0.85
C -1.41 -5.24 1.78
C -0.43 -5.11 2.75
C 0.35 -3.96 2.80
C 0.13 -2.96 1.87
C -0.86 -3.06 0.89
C -1.06 -1.92 -0.06
O -0.07 -1.09 -0.15
O -2.12 -1.77 -0.68
H -3.00 -5.24 0.01
H -2.01 -6.14 1.74
H -0.27 -5.91 3.47
H 1.11 -3.84 3.56
H 0.72 -2.05 1.90
*
```

Relative energy (zero: lowest compared OMol25 entry of this formula, charge and spin) = 0.000 eV
Gap between HOMO and LUMO = 8.1 eV

---

[5]
Molecular formula: C4H10
Method: DFT, ωB97M-V/def2-TZVPD

Geometry as ORCA input:
```
! wB97M-V def2-TZVPD RIJCOSX def2/J DEFGRID3
* xyz 0 1
C -0.42 3.78 3.19
C -1.08 3.75 4.39
H -0.74 3.08 2.41
H -0.24 4.75 2.72
H -0.96 2.82 4.94
H -2.03 4.27 4.38
C 0.86 -3.02 -2.66
C 0.60 -3.65 -4.03
H 1.04 -1.95 -2.76
H 0.01 -3.19 -2.00
H 1.65 -3.48 -2.07
H 0.32 -2.94 -4.80
H -0.18 -4.41 -3.97
H 1.45 -4.21 -4.42
*
```

SMILES string = C=C.CC
Relative energy (zero: lowest compared OMol25 entry of this formula, charge and spin) = 3.867 eV
Gap between HOMO and LUMO = 8.7 eV